The following is a quantum chemistry calculation of a cluster of 2 separate species, C10H16O in total in a non-equilibrium geometry, from OMol25.

The SMILES is Cc1ccc(O)cc1.CCC. Its HOMO-LUMO gap is 9.174 eV. As for the calculated total energy: -12676.341 eV. The energy above the lowest of the compared OMol25 structures with the same formula, charge and spin comes out at 1.3840 eV.

Geometry as XYZ:
```
27
C10H16O | OMol25 | ωB97M-V with the def2-TZVPD basis set
H -0.668 -1.961 -2.222
H -1.757 0.285 2.369
H -0.136 1.804 1.821
H -2.718 -0.890 -1.174
C -0.096 1.252 -1.548
C 0.213 -0.383 1.764
O 3.236 0.009 -0.887
H -2.489 0.733 -0.576
H -2.810 0.524 -2.297
H 0.304 -0.544 0.698
H -1.205 -1.289 3.104
H 1.835 2.046 -1.150
H 0.440 1.058 3.295
C 0.549 1.053 2.206
C 1.252 1.137 -1.238
C -1.262 -0.671 2.214
H -1.833 -1.122 1.407
C 1.262 -1.258 -1.647
H 1.605 1.244 2.007
C 1.913 -0.095 -1.230
C -0.814 0.060 -1.645
C -0.107 -1.138 -1.788
H 0.920 -1.040 2.274
H 3.671 -0.793 -1.140
H 1.721 -2.234 -1.721
C -2.310 0.078 -1.434
H -0.714 2.136 -1.464
```